Entry 1:
Below is an isolated ion of composition C2H4NO2S and charge +1, with properties calculated with wB97M-V/def2-TZVPD.

XYZ file:
```
10
Properties=species:S:1:pos:R:3:forces:R:3:lowdin_charge:R:1
C -1.000659 -2.451034 -0.021596 2.3742 4.8620 1.0651 0.235
N -0.501218 -1.415357 0.201099 -1.5476 -4.0247 -1.1844 0.066
S -0.700510 0.545844 -0.029100 3.3059 1.8219 3.2278 0.770
C 1.427756 1.241285 0.011502 -1.7485 -3.1579 1.2708 0.154
O -1.284306 0.713207 -1.264821 -1.0882 -0.1585 -2.7476 -0.222
O -1.378473 0.744008 1.197967 0.3130 0.0806 -0.2140 -0.254
H -1.433322 -3.365770 -0.224712 -0.7558 -1.7318 -0.2799 0.103
H 1.989986 0.444633 0.554202 -0.6916 0.6291 -0.6043 0.090
H 1.659790 1.450455 -0.976779 0.2535 -0.1031 -1.9818 0.037
H 1.220960 2.092726 0.552240 -0.4149 1.7824 1.4484 0.022
```
Forces are in eV/Å.

Properties
- relative energy (zero: lowest compared OMol25 entry of this formula, charge and spin) (kcal per mole) = 31.6
- E_HOMO (eV) = -16.70
- E_LUMO (Ha) = -0.229
- Kohn-Sham gap (eV) = 10.5
- net charge = +1
- spin multiplicity = 1
- total energy (Ha) = -681.613959
- SMILES = C#[N+]S(C)(=O)=O



Entry 2:
Below is C17H26AlBrClF5K2N3O8 as an isolated structure, with properties calculated with wB97M-V/def2-TZVPD.

XYZ file:
```
64
Properties=species:S:1:pos:R:3:forces:R:3:lowdin_charge:R:1
C 2.702893 -1.537123 -0.184211 0.4068 0.6152 0.5525 -0.084
C 3.859179 -0.533276 -0.027240 -0.2581 -0.0710 -0.3295 -0.237
C 3.553191 0.819977 -0.677649 -0.2308 -1.1907 0.9371 -0.483
Cl 5.087577 1.435829 -1.396317 -0.2493 -0.5342 0.3204 0.635
C 2.773875 1.825950 0.220435 -0.3570 0.9775 -2.2252 -0.328
N 1.857968 1.197467 1.128675 0.2519 0.0512 0.3720 0.238
C 2.300088 0.770524 2.183359 0.8503 -0.6373 -0.3867 -0.260
O 2.801291 0.312881 3.106428 -0.4006 -0.1394 0.9215 0.272
O 1.959505 2.630108 -0.669680 0.3692 -0.5982 -0.4674 0.074
C 0.622294 2.385866 -0.635952 -0.1424 0.6594 -0.3210 -0.613
O -0.086050 3.151893 -0.088062 -1.1706 1.4856 1.5493 0.141
O 0.153649 1.359051 -1.289203 1.3896 -1.2612 -0.2084 0.091
C -0.885100 0.680455 -0.562636 -0.9191 -0.0910 -0.1364 -0.126
C -2.254008 1.061685 -1.075032 -0.3309 -0.5194 -0.6511 -0.313
C -2.496192 0.426276 -2.446243 -0.3748 0.5963 0.4685 -0.027
C -3.399289 0.653998 -0.140973 0.7422 0.3362 0.3613 -0.352
C -3.421216 -0.817989 0.218404 -0.3904 0.1537 -0.4505 -0.037
C -3.383621 1.439374 1.171562 -0.4905 0.0387 -0.0054 -0.211
C 3.596376 2.960196 0.868403 -1.5313 1.5868 -0.0703 -0.446
F 4.672323 2.517785 1.449928 1.5041 -0.9342 1.0607 0.185
F 3.978002 3.885572 -0.038991 0.8166 -0.1028 -1.4597 0.058
C 2.703339 3.802966 1.829449 0.2971 -1.9257 -2.3395 -0.518
F 2.876763 5.181355 1.570009 2.4871 -2.0836 -0.6612 -0.152
F 3.071524 3.534456 3.044678 0.7218 0.0576 2.3530 0.131
H 2.969643 -2.299649 -0.908334 -0.3573 -0.1724 -0.4692 0.045
H 2.484351 -1.990753 0.771184 -0.1735 -0.2264 0.3388 0.070
H 1.815263 -1.022226 -0.513064 -0.4659 -0.0910 -0.2475 0.039
H 4.173609 -0.408231 0.995883 0.2644 0.1046 0.4194 0.099
H 4.681512 -0.957882 -0.571461 0.5931 -0.0335 -0.1034 0.093
H 2.919519 0.607450 -1.517929 -0.2642 0.1684 -0.4987 0.118
H -0.802589 0.854149 0.499191 0.3452 0.3596 0.3350 0.119
H -0.694993 -0.359088 -0.718696 0.1296 -0.6952 -0.2194 0.084
H -2.307018 2.130385 -1.232859 0.1352 0.4893 0.2229 0.139
H -2.434852 -0.645132 -2.394190 0.3154 -0.4759 -0.1801 0.075
H -3.503014 0.677743 -2.752677 -0.3081 0.0520 -0.2838 0.086
H -1.820062 0.843728 -3.172470 0.3738 -0.1424 -0.3390 0.088
H -4.309973 0.944807 -0.639760 -0.4357 -0.0831 -0.3088 0.141
H -3.443986 -1.405876 -0.683059 0.0191 -0.3226 -0.3442 0.079
H -4.319600 -1.057959 0.761584 -0.2029 -0.2708 0.4722 0.089
H -2.558101 -1.117391 0.790700 0.2656 -0.0906 0.3385 0.083
H -4.383345 1.359110 1.617541 -0.1591 -0.1756 0.2498 0.057
H -3.200744 2.513763 0.998760 0.5074 -0.0568 -0.8113 -0.070
H -2.657871 1.039884 1.872680 0.2795 0.0782 0.3237 0.094
H 1.609323 3.503865 1.769288 2.3935 -0.1713 -1.0987 0.009
Al -3.745406 3.394698 2.661286 -0.1070 0.1857 0.5564 1.066
Br 0.826594 5.212229 2.277383 -6.5798 4.8836 -0.8781 1.001
C -1.947387 -4.598604 0.055403 -0.1609 0.4185 0.2371 -0.107
C -1.035858 -3.500485 -0.272929 -0.8983 -0.9505 0.2774 -0.246
N -0.329726 -2.641753 -0.522156 0.6469 0.7611 -0.0876 0.219
H -2.207133 -4.569295 1.118517 -0.3165 0.0559 -0.0799 0.086
H -2.863797 -4.514736 -0.522680 -0.1162 0.0299 0.1176 0.109
H -1.476437 -5.541735 -0.170271 -2.3616 1.2294 0.8045 -0.098
N -4.396927 -3.806611 3.115179 0.0299 0.3318 0.0802 -0.634
O -4.147880 -4.183907 1.932937 0.2193 0.0087 -0.1354 -0.127
O -4.627845 -4.635319 3.993188 0.0219 -0.0358 -0.0404 -0.029
O -4.395286 -2.579147 3.371279 0.0388 -0.0673 -0.1569 -0.097
C 1.377274 -2.753466 -3.330150 -0.4040 0.1915 -0.2488 -0.487
O 2.516341 -3.156321 -2.734369 -0.2459 -0.0955 0.0816 -0.399
H 0.885542 -1.823629 -2.922217 0.2051 0.0318 0.2693 0.024
H 1.421895 -2.508099 -4.420625 0.3839 -0.1107 0.0149 0.042
H 0.514394 -3.477956 -3.304904 0.0066 -0.2340 0.1455 0.019
F 0.891168 5.818304 0.177908 0.1591 -1.1106 3.5844 -0.415
K 0.017499 -6.314814 -0.713863 3.0840 -1.2572 -1.2527 1.035
K 5.861554 3.824649 -2.320341 0.1486 1.0197 -0.2693 0.862
```
Forces are in eV/Å.

Properties
- E_HOMO (eV) = -7.38
- E_LUMO (Ha) = -0.215
- Kohn-Sham gap (eV) = 1.5
- net charge = +1
- spin multiplicity = 1
- total energy (Ha) = -6404.622283



Entry 3:
Below is a 2-piece molecular cluster, C12H7BrF3N2O5 overall, with properties calculated with wB97M-V/def2-TZVPD.

XYZ file:
```
30
Properties=species:S:1:pos:R:3:forces:R:3:lowdin_charge:R:1
O 0.505740 -1.758127 4.555144 -0.3024 -0.6842 -0.6231 0.096
N 0.029035 -1.983396 3.515007 -0.5770 1.2674 1.5710 -0.002
O 1.024283 -2.342288 2.580979 1.7099 0.5029 -1.5109 -0.058
C 0.976045 -1.499460 1.464973 -1.0209 1.2823 -2.5513 -0.225
C 2.172629 -0.770664 0.975719 -0.7359 0.4735 -1.2356 -0.207
C 2.135192 0.105268 -0.209749 -2.4722 -1.4197 -0.0668 -0.071
C 0.883944 0.335677 -0.958548 -0.1906 -1.9621 1.4630 -0.165
C 0.822999 1.282127 -2.182952 1.1883 2.2514 1.7099 -0.062
C 1.357446 2.749190 -1.587519 -4.1669 -0.3810 0.3402 -0.204
C 0.757678 3.110578 -0.079726 2.2200 0.6408 -0.8852 -0.053
O 0.353739 3.784961 -1.482923 4.2751 -1.3940 -1.3882 -0.167
C -0.281701 -0.391130 -0.480343 0.5783 -0.3172 1.1056 0.003
C -0.251490 -1.289213 0.729457 1.1442 1.0963 -1.0257 0.034
C -1.687796 -1.868652 0.929562 2.5959 1.3516 -0.5949 -0.312
O -2.190652 -2.463498 1.830596 -0.1526 -0.1059 -0.6718 0.143
N -2.327745 -1.443266 -0.283523 -2.5847 -0.6003 -1.7886 0.119
C -3.492934 -2.129995 -0.755963 -0.3919 -1.0212 1.6829 -0.507
F -3.352752 -3.498013 -0.551388 -0.1065 1.5854 -0.3876 0.105
F -4.565982 -1.769030 0.044574 0.6959 -0.3605 -1.6975 0.114
F -3.749937 -1.978709 -2.073635 0.0919 0.3166 1.6530 0.160
C -1.740066 -0.391400 -1.049773 3.9102 0.1857 1.6676 -0.313
O -2.196541 0.351567 -1.873928 -0.6832 -0.9581 0.2182 0.123
H 3.161269 -0.846899 1.479265 -1.1818 -0.4697 -0.5224 0.031
H 3.035577 0.633576 -0.597608 -0.6199 -0.6292 0.7877 0.110
H 1.547378 1.034413 -2.997147 -0.7294 -0.1545 0.5915 0.109
H -0.203983 1.502163 -2.552385 0.8390 -0.5217 0.3053 0.106
H 2.448928 3.047806 -1.808195 -1.8193 -0.2747 0.5456 0.150
H 0.438924 4.093128 0.343031 -0.9435 -1.5140 0.9923 0.121
H 1.866192 3.312462 0.220991 -0.6592 0.9453 -0.5047 0.061
Br 2.524576 1.080821 2.856006 0.0892 0.8688 0.8205 -0.239
```
Forces are in eV/Å.

Properties
- E_HOMO (eV) = -4.06
- E_LUMO (Ha) = 0.081
- Kohn-Sham gap (eV) = 6.3
- net charge = -1
- spin multiplicity = 1
- total energy (Ha) = -3820.570291



Entry 4:
Below is a 2-piece molecular cluster, C21H17NO2S overall, with properties calculated with wB97M-V/def2-TZVPD.

XYZ file:
```
42
Properties=species:S:1:pos:R:3:forces:R:3:lowdin_charge:R:1
C -3.978739 -0.510934 1.805088 -0.2148 0.1798 -0.2135 -0.128
C -3.337949 -1.722608 1.515656 0.2679 0.2205 0.0584 -0.110
C -1.957877 -1.759211 1.329130 -0.2061 0.1195 0.0361 -0.058
C -1.182673 -0.572857 1.415283 -0.3595 0.1717 -0.1166 -0.268
C 0.220127 -0.624655 1.101652 0.8403 0.5732 0.2538 -0.331
C 0.829181 -1.861789 0.807222 1.1758 -1.2915 -0.3975 -0.319
N 1.354008 -2.886061 0.549290 -1.0990 1.8253 0.4099 0.121
S 1.281507 0.798282 1.390931 0.2232 -2.5424 0.2514 0.709
C 2.892430 0.028827 1.528064 0.2464 0.2803 0.0522 -0.295
C 3.464813 -0.200903 2.780495 -0.1411 -0.2629 -0.2451 -0.046
C 4.708849 -0.832572 2.849284 -0.0612 0.1140 -0.1497 -0.073
C 5.390335 -1.182034 1.677580 -0.2694 0.0932 0.0276 -0.078
C 4.815743 -0.912689 0.432607 -0.1460 0.1074 0.0404 -0.074
C 3.566613 -0.296962 0.353559 0.1398 -0.1310 0.1421 -0.076
O 1.368371 1.622404 0.202416 -0.3831 0.5946 -0.3459 -0.351
O 0.959024 1.404209 2.657279 -0.0858 0.4665 -0.0720 -0.314
C -1.854585 0.649599 1.690387 0.0618 -0.3136 -0.1993 -0.064
C -3.231968 0.674505 1.862055 0.0273 -0.4186 0.0996 -0.105
H -5.056603 -0.481478 1.973910 0.2946 -0.0345 -0.0802 0.089
H -3.906991 -2.653088 1.435205 0.1285 0.3380 0.1032 0.100
H -1.457852 -2.709761 1.112334 -0.1965 0.3977 0.0819 0.105
H 2.918975 0.087937 3.679302 0.1575 -0.0952 -0.2510 0.115
H 5.135269 -1.052570 3.827600 -0.0165 0.0839 -0.2723 0.104
H 6.368400 -1.663791 1.732261 -0.3163 0.1192 0.0104 0.103
H 5.323834 -1.183085 -0.492613 -0.0252 0.0389 0.2872 0.104
H 3.106855 -0.078267 -0.611146 0.1578 -0.0955 0.2965 0.113
H -1.284292 1.574183 1.771445 -0.1602 -0.2338 -0.0307 0.098
H -3.714704 1.631972 2.058087 0.0111 -0.2689 0.0187 0.100
C -0.923491 0.699602 -1.654965 0.2475 -0.2195 0.1801 0.030
C -2.211285 0.200449 -1.812016 -0.3286 -0.0881 0.0381 0.035
C -3.052535 0.349663 -2.909027 -0.2518 -0.1373 0.3210 -0.003
C -2.708063 0.811680 -4.172379 -0.0518 0.0271 -0.3689 -0.025
C -1.617253 1.590852 -4.527205 -0.0543 -0.0296 -0.3583 -0.026
C -0.618706 2.093045 -3.700473 0.2527 0.2672 0.1225 -0.010
C -0.260753 1.635282 -2.438500 0.1272 0.2867 -0.2154 0.018
H -0.373071 0.357439 -0.779781 -0.1284 0.0809 0.1340 0.074
H -2.603284 -0.392483 -0.979376 0.1200 0.2341 -0.1074 0.115
H -4.080215 -0.000841 -2.776535 0.3999 -0.1924 -0.1657 0.129
H -3.397804 0.558583 -4.982490 0.0940 0.2490 0.2849 0.125
H -1.555559 1.877079 -5.581254 -0.1258 0.0545 0.3602 0.124
H -0.003824 2.901470 -4.107525 -0.0468 -0.4506 -0.0345 0.127
H 0.665729 2.031568 -2.012829 -0.3047 -0.1178 0.0138 0.116
```
Forces are in eV/Å.

Properties
- E_HOMO (eV) = -6.35
- E_LUMO (Ha) = -0.090
- Kohn-Sham gap (eV) = 3.9
- spin multiplicity = 1
- total energy (Ha) = -1413.703183



Please write out number 3 again, unchanged.
Below is a 2-piece molecular cluster, C12H7BrF3N2O5 overall, with properties calculated with wB97M-V/def2-TZVPD.

XYZ file:
```
30
Properties=species:S:1:pos:R:3:forces:R:3:lowdin_charge:R:1
O 0.505740 -1.758127 4.555144 -0.3024 -0.6842 -0.6231 0.096
N 0.029035 -1.983396 3.515007 -0.5770 1.2674 1.5710 -0.002
O 1.024283 -2.342288 2.580979 1.7099 0.5029 -1.5109 -0.058
C 0.976045 -1.499460 1.464973 -1.0209 1.2823 -2.5513 -0.225
C 2.172629 -0.770664 0.975719 -0.7359 0.4735 -1.2356 -0.207
C 2.135192 0.105268 -0.209749 -2.4722 -1.4197 -0.0668 -0.071
C 0.883944 0.335677 -0.958548 -0.1906 -1.9621 1.4630 -0.165
C 0.822999 1.282127 -2.182952 1.1883 2.2514 1.7099 -0.062
C 1.357446 2.749190 -1.587519 -4.1669 -0.3810 0.3402 -0.204
C 0.757678 3.110578 -0.079726 2.2200 0.6408 -0.8852 -0.053
O 0.353739 3.784961 -1.482923 4.2751 -1.3940 -1.3882 -0.167
C -0.281701 -0.391130 -0.480343 0.5783 -0.3172 1.1056 0.003
C -0.251490 -1.289213 0.729457 1.1442 1.0963 -1.0257 0.034
C -1.687796 -1.868652 0.929562 2.5959 1.3516 -0.5949 -0.312
O -2.190652 -2.463498 1.830596 -0.1526 -0.1059 -0.6718 0.143
N -2.327745 -1.443266 -0.283523 -2.5847 -0.6003 -1.7886 0.119
C -3.492934 -2.129995 -0.755963 -0.3919 -1.0212 1.6829 -0.507
F -3.352752 -3.498013 -0.551388 -0.1065 1.5854 -0.3876 0.105
F -4.565982 -1.769030 0.044574 0.6959 -0.3605 -1.6975 0.114
F -3.749937 -1.978709 -2.073635 0.0919 0.3166 1.6530 0.160
C -1.740066 -0.391400 -1.049773 3.9102 0.1857 1.6676 -0.313
O -2.196541 0.351567 -1.873928 -0.6832 -0.9581 0.2182 0.123
H 3.161269 -0.846899 1.479265 -1.1818 -0.4697 -0.5224 0.031
H 3.035577 0.633576 -0.597608 -0.6199 -0.6292 0.7877 0.110
H 1.547378 1.034413 -2.997147 -0.7294 -0.1545 0.5915 0.109
H -0.203983 1.502163 -2.552385 0.8390 -0.5217 0.3053 0.106
H 2.448928 3.047806 -1.808195 -1.8193 -0.2747 0.5456 0.150
H 0.438924 4.093128 0.343031 -0.9435 -1.5140 0.9923 0.121
H 1.866192 3.312462 0.220991 -0.6592 0.9453 -0.5047 0.061
Br 2.524576 1.080821 2.856006 0.0892 0.8688 0.8205 -0.239
```
Forces are in eV/Å.

Properties
- E_HOMO (eV) = -4.06
- E_LUMO (Ha) = 0.081
- Kohn-Sham gap (eV) = 6.3
- net charge = -1
- spin multiplicity = 1
- total energy (Ha) = -3820.570291